Entry A
DFT (ωB97M-V with the def2-TZVPD basis set) results for a structure of composition C5H10KO5.

```
! RIJCOSX wB97M-V def2-TZVPD def2/J DEFGRID3
* xyz 0 2
C -1.2235 0.0954 -0.4562
C -1.6401 -1.3355 -0.2928
O -1.4933 -2.2854 -1.3311
C -2.1332 -3.4578 -1.2172
O -2.5969 -3.8215 -0.1083
O -2.1438 -4.1892 -2.2383
O -0.0002 0.0958 0.1975
K -3.5300 -6.6457 -1.2283
H -1.9082 0.8778 -0.1025
H -2.3707 -0.4407 -1.1536
H -1.9774 -1.5852 0.7200
H -0.2322 -1.2257 0.4343
H 1.0213 1.1268 0.0867
C 2.2014 2.1481 -0.0454
C 2.7794 2.8932 1.1169
O 1.7204 3.5263 1.8284
H 2.9385 1.5348 -0.5727
H 1.6858 2.8013 -0.7587
H 3.4904 3.6623 0.7648
H 3.3405 2.2110 1.7781
H 2.0719 4.0139 2.5785
*
```

## Properties
lowest unoccupied orbital energy (spin up / spin down): -1.204 / -1.209 eV
M: 189.23 g mol⁻¹
HOMO-LUMO gap (spin up / spin down): 6.01 / 5.94 eV

Charges in e, computed with natural (NBO), in the same order as the atoms: 0.0460, -0.2882, -0.5226, 0.9521, -0.8377, -0.8210, -0.6478, 0.9873, 0.1939, 0.2803, 0.2735, 0.4760, 0.3098, -0.7298, -0.0758, -0.7317, 0.1967, 0.1921, 0.1421, 0.1461, 0.4586

Entry B
DFT (ωB97M-V with the def2-TZVPD basis set) results for a structure of composition C5H10KO5.

```
! RIJCOSX wB97M-V def2-TZVPD def2/J DEFGRID3
* xyz 0 2
C -0.7473 1.2086 0.2414
C -1.7460 0.3001 0.8942
O -1.0924 -0.4585 1.9040
C -1.8386 -1.2913 2.6471
O -1.2597 -1.8416 3.6167
O -3.0743 -1.3887 2.4429
O -1.3639 1.9637 -0.7232
K -3.5074 -3.3542 4.8937
H 0.8693 0.5765 -0.5166
H -2.1957 -0.3734 0.1455
H -2.5627 0.8842 1.3444
H -0.8345 2.7549 -0.9566
H -0.0576 1.7253 0.9225
C 2.1369 0.1200 -0.9767
C 2.5206 0.1157 -2.4274
O 1.8675 -0.9721 -3.0772
H 2.7937 0.7720 -0.3897
H 2.2003 -0.8764 -0.5209
H 3.6134 0.0044 -2.5383
H 2.2398 1.0710 -2.9034
H 2.0386 -0.9404 -4.0225
*
```

## Properties
lowest unoccupied orbital energy (spin up / spin down): -0.983 / -0.983 eV
M: 189.23 g mol⁻¹
HOMO-LUMO gap (spin up / spin down): 5.61 / 6.87 eV

Charges in e, computed with natural (NBO), in the same order as the atoms: 0.1160, -0.1358, -0.5312, 0.9576, -0.8405, -0.8455, -0.6896, 0.9848, 0.1914, 0.1961, 0.1924, 0.4838, 0.1572, -0.6219, -0.0809, -0.7252, 0.2008, 0.2174, 0.1558, 0.1535, 0.4639

entry B wins, 155.9 kcal/mol ahead of the next structure.

Entry A
DFT (ωB97M-V with the def2-TZVPD basis set) results for an isolated molecule of C5H11NO.

```
! RIJCOSX wB97M-V def2-TZVPD def2/J DEFGRID3
* xyz 0 1
C -0.5322 -2.3023 -0.9034
N 0.0853 -1.0363 -1.2934
C 0.7695 -0.3903 -0.2072
O 0.1116 -0.5642 1.0226
C 0.1641 0.7675 0.4768
C -1.1113 1.3414 -0.0875
C 0.9522 1.6592 1.4048
H 0.1700 -3.0294 -0.4668
H -0.9909 -2.7458 -1.7885
H -1.3135 -2.1204 -0.1609
H 0.7071 -1.1699 -2.0822
H 1.8610 -0.4972 -0.1787
H -1.6828 1.8629 0.6857
H -1.7278 0.5625 -0.5382
H -0.8663 2.0651 -0.8747
H 1.1073 2.6703 1.0143
H 0.3783 1.7251 2.3385
H 1.9184 1.2019 1.6388
*
```

## Properties
SMILES: CN[C@@H]1OC1(C)C
lowest unoccupied orbital energy: 0.991 eV
M: 101.15 g mol⁻¹
HOMO-LUMO gap: 9.74 eV

Charges in e, computed with natural (NBO), in the same order as the atoms: -0.4132, -0.6486, 0.2133, -0.5043, 0.2010, -0.6328, -0.6250, 0.1689, 0.1975, 0.2113, 0.3644, 0.1556, 0.2098, 0.2372, 0.2164, 0.2124, 0.2196, 0.2167

Entry B
DFT (ωB97M-V with the def2-TZVPD basis set) results for an isolated molecule of C5H11NO.

```
! RIJCOSX wB97M-V def2-TZVPD def2/J DEFGRID3
* xyz 0 1
C -2.2945 0.1458 -0.5854
N -1.0889 -0.8772 -0.7042
C -0.2795 -1.2548 0.5385
C 0.5700 -0.0627 0.8830
C 1.6891 0.1352 -0.1165
C 2.0358 1.5972 -0.2410
O 1.2865 2.5770 0.0720
H -2.6612 0.4796 -1.6644
H -1.8606 1.0281 -0.1044
H -3.0263 -0.5014 -0.0937
H -1.6146 -1.8171 -0.9072
H -0.8606 -1.5355 1.5126
H 0.4038 -2.1174 0.3035
H 0.9748 -0.2580 1.9453
H -0.2060 0.7022 0.9785
H 2.6300 -0.2185 0.2015
H 1.4140 -0.1427 -1.2043
H 2.8882 2.1202 -0.8138
*
```

## Properties
SMILES: CNCCCC=O
lowest unoccupied orbital energy: 1.000 eV
M: 101.15 g mol⁻¹
HOMO-LUMO gap: 10.09 eV

Charges in e, computed with natural (NBO), in the same order as the atoms: -0.4324, -0.6537, -0.2144, -0.4266, -0.5246, 0.4011, -0.5612, 0.2098, 0.2093, 0.1928, 0.3443, 0.1696, 0.1946, 0.2110, 0.2308, 0.2302, 0.2686, 0.1511

entry A wins, 33.3 kcal/mol ahead of the next structure.

Entry A
DFT (ωB97M-V with the def2-TZVPD basis set) results for an isolated molecule of C5H11NO.

```
! RIJCOSX wB97M-V def2-TZVPD def2/J DEFGRID3
* xyz 0 1
C -0.8370 1.4441 1.3016
C 0.5829 0.9017 1.2148
N 0.7171 -0.2110 0.2398
C 1.1890 -1.3705 0.6944
C 0.3602 0.0601 -1.0227
C -0.1949 -0.9722 -1.9395
O -1.5622 -0.6907 -2.2438
H -0.8647 2.2928 1.9924
H -1.5282 0.6785 1.6696
H -1.1942 1.7886 0.3280
H 1.2812 1.6831 0.9006
H 0.9216 0.5242 2.1818
H 1.5205 -2.1124 -0.0162
H 1.1786 -1.5692 1.7556
H 0.2229 1.1055 -1.2710
H 0.3009 -1.0103 -2.9150
H -0.0946 -1.9690 -1.4812
H -1.9993 -0.5733 -1.3892
*
```

## Properties
lowest unoccupied orbital energy: 0.871 eV
M: 101.15 g mol⁻¹
HOMO-LUMO gap: 7.67 eV

Charges in e, computed with natural (NBO), in the same order as the atoms: -0.6239, -0.2113, -0.2319, -0.3607, -0.2032, -0.1135, -0.7150, 0.2210, 0.2125, 0.2207, 0.2112, 0.2105, 0.1951, 0.1874, 0.1872, 0.1867, 0.1688, 0.4583

Entry B
DFT (ωB97M-V with the def2-TZVPD basis set) results for a cluster of 2 separate species, C5H11NO in total.

```
! RIJCOSX wB97M-V def2-TZVPD def2/J DEFGRID3
* xyz 0 1
C -2.9857 -0.5441 0.2412
C -1.5816 -0.0096 -0.1806
C -0.6583 0.5987 0.6138
C 0.6911 1.0287 0.1383
C 1.9053 0.7963 0.6890
N 3.1554 1.0022 0.0704
H -3.7024 0.1033 -0.1707
H -3.1163 -1.6447 -0.1466
H -3.1319 -0.6234 1.3569
H -1.3388 -0.0682 -1.2719
H -1.0641 0.9503 1.5733
H 0.7276 1.3846 -0.8813
H 2.0035 0.3832 1.6400
H 3.7899 1.6463 0.5133
H 3.2216 1.0880 -0.9220
O 0.5746 -2.1414 -1.4152
H 0.4159 -2.5761 -0.5582
H 1.0942 -1.3740 -1.2896
*
```

## Properties
SMILES: C/C=C/C=C/N.O
lowest unoccupied orbital energy: 1.019 eV
M: 101.15 g mol⁻¹
HOMO-LUMO gap: 9.22 eV

Charges in e, computed with natural (NBO), in the same order as the atoms: -0.6438, -0.1457, -0.2589, -0.3017, 0.0140, -0.8391, 0.2160, 0.2201, 0.2127, 0.1982, 0.2041, 0.1914, 0.1813, 0.3767, 0.3727, -0.9472, 0.4759, 0.4733

Entry C
DFT (ωB97M-V with the def2-TZVPD basis set) results for a cluster of 2 separate species, C5H11NO in total.

```
! RIJCOSX wB97M-V def2-TZVPD def2/J DEFGRID3
* xyz 0 1
C -1.8144 0.7352 -1.4070
C -1.3175 -0.9646 0.9235
N -0.1819 -0.3550 0.7975
C 0.4422 0.8823 1.2575
C 0.8204 0.1245 0.0554
C 2.0676 -0.4323 -0.4984
O 3.0151 -0.7941 0.5022
H -2.4761 1.1344 -0.6322
H -2.2557 -0.1815 -1.8076
H -1.6962 1.4706 -2.2002
H -2.0394 -0.5768 1.6301
H -1.5557 -1.7836 0.2556
H -0.1940 1.7690 1.1694
H 1.0179 0.8039 2.1817
H -0.7941 0.5429 -1.0383
H 1.8358 -1.2803 -1.1601
H 2.5551 0.3358 -1.1065
H 2.5710 -1.4304 1.0773
*
```

## Properties
lowest unoccupied orbital energy (spin up / spin down): 0.827 / 0.827 eV
M: 101.15 g mol⁻¹
HOMO-LUMO gap (spin up / spin down): 8.14 / 8.14 eV

Charges in e, computed with natural (NBO), in the same order as the atoms: -0.8758, -0.2394, -0.2121, -0.2310, -0.0620, -0.1102, -0.7126, 0.2052, 0.2056, 0.2079, 0.1974, 0.1983, 0.1822, 0.1836, 0.2225, 0.1787, 0.2021, 0.4595

Entry D
DFT (ωB97M-V with the def2-TZVPD basis set) results for a cluster of 2 separate species, C5H11NO in total.

```
! RIJCOSX wB97M-V def2-TZVPD def2/J DEFGRID3
* xyz 0 1
C -2.0328 -1.2251 -1.1447
C -1.2022 -0.5043 -0.0742
C -0.0822 0.2252 -0.7435
N 1.1127 -0.2123 -0.7467
C 2.0292 0.5036 -1.5410
O 1.7873 0.9620 -2.6342
H -1.4366 -2.0074 -1.6238
H -2.9194 -1.6889 -0.7042
H -2.3650 -0.5283 -1.9219
H -1.8321 0.2107 0.4697
H -0.7894 -1.2207 0.6424
H -0.3421 1.1413 -1.2948
H 3.0290 0.5690 -1.0805
C 1.0368 0.8714 2.4578
H -0.0222 0.5990 2.4576
H 1.3630 1.0476 3.4855
H 1.6158 0.0588 2.0123
H 1.1792 1.7827 1.8708
*
```

## Properties
SMILES: CC/C=N/C=O.C
lowest unoccupied orbital energy: 0.397 eV
M: 101.15 g mol⁻¹
HOMO-LUMO gap: 10.42 eV

Charges in e, computed with natural (NBO), in the same order as the atoms: -0.5970, -0.4714, 0.2197, -0.5118, 0.5273, -0.5437, 0.2163, 0.2185, 0.2090, 0.2171, 0.2266, 0.1713, 0.1194, -0.8557, 0.2067, 0.2146, 0.2236, 0.2096

entry D wins, 24.7 kcal/mol ahead of the next structure.

Entry A
DFT (ωB97M-V with the def2-TZVPD basis set) results for a cluster of 2 separate species, C2H4N2O2 in total.

```
! RIJCOSX wB97M-V def2-TZVPD def2/J DEFGRID3
* xyz 0 1
C 0.0567 -0.4288 0.3969
N -0.0228 0.7649 0.2442
C -1.1352 -0.0132 -0.2266
H 0.8275 -1.0685 0.7569
H -1.2312 -0.2311 -1.3163
H -2.0729 -0.0844 0.3007
O 3.7570 -0.7676 0.3378
N 2.7133 -0.2148 0.2438
O 2.7306 1.2182 -0.1169
H 1.6791 1.3445 -0.0590
*
```

## Properties
SMILES: C1=NC1.O=NO
lowest unoccupied orbital energy: 0.002 eV
M: 88.07 g mol⁻¹
HOMO-LUMO gap: 10.25 eV

Charges in e, computed with natural (NBO), in the same order as the atoms: 0.1109, -0.3838, -0.2946, 0.2339, 0.1773, 0.1856, -0.2551, 0.3198, -0.5947, 0.5006

Entry B
DFT (ωB97M-V with the def2-TZVPD basis set) results for an isolated molecule of C2H4N2O2.

```
! RIJCOSX wB97M-V def2-TZVPD def2/J DEFGRID3
* xyz 0 1
H -2.4881 -1.3636 -0.1756
N -1.7586 -0.5597 -0.3819
C -0.4695 -0.8049 0.1823
N 0.3208 0.4231 -0.0986
O -0.4380 1.6300 -0.1438
C 1.6292 0.4392 -0.0744
O 2.3436 -0.6295 -0.2968
H 0.1368 -1.7713 0.5841
H -1.4420 1.3174 0.2252
H 2.1658 1.3193 0.1797
*
```

## Properties
SMILES: [H]/N=C/N(O)C=O
lowest unoccupied orbital energy: -0.306 eV
M: 88.07 g mol⁻¹
HOMO-LUMO gap: 9.27 eV

Charges in e, computed with natural (NBO), in the same order as the atoms: 0.3676, -0.6981, 0.2261, -0.1721, -0.5296, 0.4792, -0.6185, 0.2676, 0.5152, 0.1626

entry B wins, 29.6 kcal/mol ahead of the next structure.

Entry A
DFT (ωB97M-V with the def2-TZVPD basis set) results for a cluster of 3 separate species, C7H9F2NO8 in total.

```
! RIJCOSX wB97M-V def2-TZVPD def2/J DEFGRID3
* xyz 0 1
O -1.5006 1.5426 -0.6411
C -2.2764 0.7341 -0.2588
O -2.2455 0.1300 0.9519
C -3.4724 -0.5738 1.1340
C -3.8593 -0.8501 -0.3163
F -5.1942 -0.8879 -0.5287
O -3.3194 0.2613 -0.9982
H -3.2959 -1.4951 1.6823
H -4.1907 0.0520 1.6612
H -3.4110 -1.7768 -0.6795
O 3.6113 -1.6943 1.1146
C 3.0418 -1.3840 0.1272
O 3.5818 -1.2032 -1.0833
C 2.5916 -0.7069 -1.9790
C 1.2878 -0.8228 -1.1937
F 0.5160 -1.8687 -1.6674
O 1.6880 -1.1432 0.0973
H 2.8385 0.3133 -2.2653
H 2.5228 -1.2983 -2.8928
H 0.6748 0.0742 -1.2360
C 1.0762 1.4138 1.6334
N 1.9766 2.2935 0.8348
O 2.5315 3.2006 1.4143
O 2.1310 2.0155 -0.3382
H 0.6160 2.0251 2.4002
H 1.7478 0.6669 2.0478
H 0.3320 0.9824 0.9794
*
```

## Properties
SMILES: O=C1OC[C@@H](F)O1.O=C1OC[C@@H](F)O1.C[N+](=O)[O-]
lowest unoccupied orbital energy: 0.355 eV
M: 273.14 g mol⁻¹
HOMO-LUMO gap: 11.60 eV

Charges in e, computed with natural (NBO), in the same order as the atoms: -0.5657, 0.9738, -0.4912, -0.1272, 0.4473, -0.3195, -0.4855, 0.2121, 0.2057, 0.1560, -0.5596, 0.9744, -0.4703, -0.1323, 0.4245, -0.3590, -0.5022, 0.2185, 0.2130, 0.1895, -0.4826, 0.5437, -0.3617, -0.4129, 0.2305, 0.2443, 0.2364

Entry B
DFT (ωB97M-V with the def2-TZVPD basis set) results for a cluster of 3 separate species, C7H9F2NO8 in total.

```
! RIJCOSX wB97M-V def2-TZVPD def2/J DEFGRID3
* xyz 0 1
O -3.0380 0.8427 0.5764
C -3.3892 -0.0951 1.2880
O -2.8079 -0.6315 2.3565
C -3.7620 -1.4881 3.0769
C -4.5369 -1.9972 1.8499
F -5.7920 -2.2775 2.0935
O -4.5158 -0.8295 1.0593
H -3.3207 -2.3886 3.5041
H -4.3160 -0.9507 3.8466
H -4.0176 -2.8630 1.4390
O 4.8487 -0.8441 -1.0356
C 3.8263 -0.8554 -1.7649
O 3.7521 -0.7831 -3.0447
C 2.4122 -0.7031 -3.4624
C 1.6342 -0.9335 -2.2514
F 1.1030 -2.1378 -2.3947
O 2.5973 -0.9356 -1.2197
H 2.2323 0.2477 -3.9640
H 2.0585 -1.4367 -4.1870
H 0.8229 -0.2060 -2.2256
C 1.8794 2.5846 1.1250
N 2.1571 3.5968 0.0399
O 2.7066 4.5749 0.3977
O 1.9365 3.3448 -1.1495
H 1.6318 3.1568 2.0191
H 2.8464 2.0827 1.1612
H 1.0508 1.9254 0.8663
*
```

## Properties
SMILES: O=C1OC[C@@H](F)O1.O=C1OC[C@@H](F)O1.C[N+](=O)[O-]
lowest unoccupied orbital energy: 0.319 eV
M: 273.14 g mol⁻¹
HOMO-LUMO gap: 11.35 eV

Charges in e, computed with natural (NBO), in the same order as the atoms: -0.5673, 0.9773, -0.4948, -0.1243, 0.4573, -0.3082, -0.5062, 0.2051, 0.2123, 0.1490, -0.5942, 0.9678, -0.4480, -0.1330, 0.4188, -0.3324, -0.4797, 0.2059, 0.2196, 0.1750, -0.4843, 0.5405, -0.3505, -0.4142, 0.2330, 0.2433, 0.2321

entry A wins, 37.2 kcal/mol ahead of the next structure.